13
Properties=species:S:1:pos:R:3:forces:R:3:nbo_charge:R:1 method="wB97M-V/def2-TZVPD" e_homo_ha=-0.3553 total_energy_ha=-286.52608 spin_multiplicity=1 smiles="CN1C[C@H]1C=O"
C 1.788575 0.417790 -0.320292 0.1 -0.2 0.1 -0.4112
N 0.353374 0.372769 -0.559219 -0.1 -0.3 0.2 -0.3793
C -0.501847 1.006259 0.401942 -0.2 0.2 0.1 -0.2222
C -0.536605 -0.479840 0.226153 -0.5 -0.2 0.3 -0.2288
C -1.645228 -1.248991 -0.380526 -0.5 -0.3 0.3 0.4198
O -2.181497 -2.019243 0.389488 -0.5 -0.1 -0.8 -0.5302
H 2.182298 1.412350 -0.575944 -0.3 -0.3 0.0 0.2049
H 2.280355 -0.312778 -0.967909 0.0 0.1 0.2 0.2069
H 2.038746 0.202713 0.727580 0.1 0.0 -0.1 0.1750
H -0.033439 1.336708 1.334255 -0.2 -0.1 -0.2 0.1899
H -1.304434 1.644578 0.040883 0.1 -0.1 -0.1 0.2012
H -0.485475 -1.145029 1.118762 1.9 1.0 -0.1 0.2398
H -1.954818 -1.187280 -1.435170 0.1 0.2 0.0 0.1341